1.
17
Properties=species:S:1:pos:R:3:forces:R:3 method="wB97M-V/def2-TZVPD" e_homo_ha="-0.2681 / -0.2682" de_lowest_ev=4.864 energy_ha=-360.01853 lumo_ha="0.01975 / 0.01978"
H -0.139 1.222 1.897 0.69 -0.21 -0.93
C 0.158 -0.710 0.718 -0.81 0.80 -0.73
H 2.049 -1.668 -0.232 -0.90 0.50 0.24
H 2.752 0.656 -0.905 0.35 -0.06 -1.10
C 0.314 0.776 0.979 -4.36 -0.23 -0.93
H -2.552 0.378 0.819 0.87 -0.64 -2.60
H 0.178 -1.295 1.598 0.99 -0.80 0.91
H -1.119 -1.622 -0.529 -0.47 -0.47 -0.36
H -0.658 0.639 -1.375 1.77 -0.41 -2.24
N -2.081 0.040 -0.109 -0.47 1.07 2.36
N 1.345 1.359 0.302 1.35 -1.62 -0.90
H 0.800 -1.242 -1.334 -0.90 -0.47 -1.45
N -1.303 -1.101 0.311 0.45 0.88 -0.45
C 1.796 0.427 -0.490 1.37 1.78 0.85
C 1.211 -0.943 -0.419 1.10 0.31 2.48
C -1.239 1.041 -0.643 -0.39 -1.87 5.07
H -1.512 2.043 -0.588 -0.63 1.44 -0.22

2.
127
Properties=species:S:1:pos:R:3:forces:R:3 method="wB97M-V/def2-TZVPD" e_homo_ha=-0.3567 energy_ha=-28126.15468 lumo_ha=-0.01191
H -1.872 -0.035 -0.461 0.24 0.24 0.25
O 4.975 -3.037 6.223 1.09 -0.28 -0.98
C -2.608 3.071 2.482 -0.89 -2.01 -0.29
O -4.547 -2.176 3.705 0.47 -1.23 -0.77
H 5.239 0.455 -6.052 -0.45 0.23 0.22
H -1.523 2.215 -1.909 0.33 0.31 -0.95
C 3.782 -3.456 6.002 -3.37 0.32 0.32
F 0.708 -1.348 -3.804 -1.55 0.03 -0.34
H -0.053 -5.489 1.665 0.03 0.39 -0.08
C 4.792 -0.794 -3.676 -0.37 -1.45 -2.02
H -2.516 -0.105 -7.205 -0.15 0.16 -0.06
C -4.698 -0.042 -4.240 -2.64 1.18 -2.74
H 4.535 -1.907 7.917 0.09 0.45 -0.48
O -1.025 5.619 -1.816 0.04 2.36 1.86
O -5.965 -0.869 2.501 1.97 -3.64 0.51
F -1.543 4.467 4.084 -0.49 -0.02 0.29
Br -1.547 -4.459 -0.111 0.67 0.00 1.04
H -3.373 2.157 -6.374 0.37 -0.11 0.78
O -0.096 -0.295 1.470 0.52 -0.91 4.15
C 0.382 -5.347 -6.854 0.70 0.32 0.28
O -3.729 0.685 -4.947 -1.67 -1.05 2.18
C -5.526 -3.166 1.782 2.68 0.54 1.20
C -0.153 6.066 -0.878 3.57 -3.60 0.05
C 0.418 -0.288 3.867 0.52 -0.42 -2.97
H 0.432 -6.121 -6.088 -0.62 0.05 0.18
H -5.765 3.048 1.944 -0.06 -0.26 0.08
H 0.234 0.980 0.049 1.11 0.24 -0.31
C -4.732 1.691 0.535 0.12 0.32 0.99
H -0.919 3.144 -0.633 0.15 0.25 0.20
H -3.203 -1.187 6.592 -0.36 -0.10 -0.02
H 1.146 -0.579 -0.208 0.19 0.10 0.53
C 4.934 0.245 3.636 0.65 0.60 -0.75
C -1.468 3.249 -1.569 -0.41 -0.33 1.49
Br 1.219 -3.284 1.216 -0.96 -1.09 0.02
H 5.758 2.746 -4.897 0.38 0.13 0.40
H -3.474 -2.832 5.868 -0.84 0.12 0.49
H -2.329 -1.850 5.244 0.00 0.64 -0.32
F -0.736 -0.925 3.895 -0.28 -0.21 0.39
Br 4.492 0.968 5.356 0.14 -0.29 -0.06
H -3.798 0.596 -8.308 0.82 0.80 -0.13
H -2.491 3.491 -1.281 -0.11 0.23 -0.09
H -4.825 2.242 -0.401 -0.67 0.59 0.35
H 7.366 1.895 -4.482 -0.27 0.76 0.50
H -4.264 -0.568 -7.351 0.28 -0.62 0.85
H -5.492 0.914 0.615 0.01 0.02 -0.28
H -3.959 -0.276 4.239 -0.35 0.10 -0.01
H -1.300 4.454 -3.381 -0.57 -0.05 0.16
Br 1.843 5.873 2.670 0.91 -1.12 0.73
H 2.871 3.559 2.621 -0.16 -0.17 0.48
H 0.513 -5.875 -7.798 -0.41 0.15 -0.17
H -4.781 1.749 2.706 -0.06 0.09 0.12
H -5.328 -1.074 5.160 0.13 0.60 0.11
C -0.380 -4.463 1.496 -0.11 0.99 -0.04
F 4.784 -4.658 4.281 0.02 -0.17 -0.51
O -5.857 -0.344 -4.601 4.49 1.14 1.11
F 5.576 -0.140 -1.483 -0.63 -1.53 -0.32
O 5.424 0.342 -4.006 -0.16 -1.25 2.54
H -1.710 -5.223 -6.843 -0.32 0.23 1.08
C -0.437 -2.380 -5.612 0.20 -0.13 -3.88
F -2.037 5.421 2.186 -0.19 -0.70 0.37
H 4.031 -0.217 3.236 0.41 -0.17 0.07
O 0.851 5.438 -0.520 -2.43 0.97 -0.86
F 0.299 7.641 0.870 -0.71 -0.01 -1.05
H 7.152 -1.451 8.224 -0.20 -0.49 0.24
F 0.378 0.758 4.603 -0.16 1.30 1.95
F -3.043 0.184 -2.449 -0.76 -0.06 -0.77
H 6.662 -1.104 6.609 0.06 -0.17 -0.17
Br -1.323 -3.842 3.123 0.38 -0.60 -1.07
C 5.316 -2.537 7.492 0.86 0.44 1.71
H 1.330 -4.831 -6.704 -0.21 0.64 -0.14
C 4.657 -0.942 -2.097 -0.65 1.53 -0.46
F -0.483 3.974 2.323 1.62 -0.83 -0.90
H -1.080 -1.560 -0.663 -0.06 -0.13 -0.55
H 7.344 -2.723 6.939 0.34 0.29 0.09
F -4.762 -4.240 2.185 -0.71 1.07 -0.72
Br 6.477 -0.999 3.670 -1.05 0.57 -0.04
C 5.954 0.614 -5.245 0.61 1.42 -3.30
C 0.775 0.160 2.437 2.00 1.70 -4.56
C -3.975 1.259 -6.236 0.18 -0.49 -1.35
C -0.254 7.483 -0.350 -0.45 -1.10 -0.16
C -4.350 -1.187 4.692 0.56 -0.10 1.32
O -1.059 -3.580 -5.725 0.32 0.12 1.69
C 3.611 -4.118 4.637 0.99 -1.21 0.11
H 0.178 4.164 -2.666 0.30 0.00 0.67
O -3.867 3.452 2.052 4.43 1.47 1.34
H -0.711 -0.164 -1.774 0.12 -0.27 0.09
F -3.984 -1.741 -2.804 -0.37 0.85 0.08
C 2.692 4.248 3.447 0.26 1.22 1.34
C -0.544 -1.646 -4.257 0.12 -0.90 -0.31
F -5.186 -2.794 0.558 0.15 -0.43 -0.50
F -6.757 -3.489 1.840 -2.59 -1.15 -0.36
C 0.231 -0.106 0.151 -0.73 2.24 -2.29
F -1.278 -0.520 -4.453 0.99 -0.90 0.57
O 2.775 -3.250 6.644 0.94 -0.27 0.21
C -3.326 -1.769 5.679 0.60 -0.38 -0.60
C -4.826 2.496 1.914 -1.38 -2.56 -2.35
F 3.317 -3.149 3.771 -0.51 -0.44 -0.27
H -3.773 1.205 0.355 0.18 -0.20 0.76
C -0.899 -4.494 -6.836 0.14 -0.40 -0.95
C -3.542 0.248 -7.307 -1.65 -0.07 -0.29
F 4.676 -2.206 -1.704 0.92 0.31 -0.10
F -1.554 7.755 -0.313 -0.14 1.33 0.27
F -1.157 -2.455 -3.386 0.23 0.81 0.21
C -1.653 4.252 2.777 -1.38 1.30 -0.21
C -5.347 -1.950 2.708 -1.68 4.01 -0.30
Br 5.362 1.730 2.367 -0.22 -0.91 0.54
H 5.321 -3.398 8.160 0.29 -0.11 0.12
O 1.788 0.833 2.108 -3.22 -2.33 1.99
C 6.529 2.023 -5.168 -0.30 -0.11 -0.06
F 2.705 -5.147 4.617 0.62 1.76 -0.03
H 7.001 2.355 -6.093 -0.28 -0.26 -0.26
C -4.202 -0.398 -2.823 0.77 -0.70 1.15
C -0.860 4.347 -2.389 0.70 -1.07 -1.80
F 1.412 -1.100 4.212 0.13 -0.45 0.86
F 0.426 8.230 -1.221 -0.39 0.76 0.17
F -5.085 -0.078 -1.850 0.23 -0.41 -1.21
O -2.183 1.928 2.648 -1.44 2.56 -0.38
F 3.443 -0.479 -1.720 0.22 0.15 -0.26
Br 4.527 4.713 4.266 -1.69 -0.25 -0.79
Br 1.558 3.487 4.940 1.07 0.72 -1.44
C -0.924 -0.485 -0.754 -0.18 -0.86 0.75
H -4.992 1.629 -6.362 -0.25 -0.59 0.21
O 4.356 -1.618 -4.474 0.99 1.67 2.11
H 6.849 0.136 -5.642 -0.06 -1.61 1.05
H -1.153 -3.995 -7.771 0.90 0.55 -0.04
C 6.727 -1.916 7.334 -1.17 -0.06 -0.25
O 0.060 -1.813 -6.573 -0.34 -0.66 1.78

3.
43
Properties=species:S:1:pos:R:3:forces:R:3 method="wB97M-V/def2-TZVPD" e_homo_ha="-0.4124 / -0.5560" total_charge=+2 de_lowest_ev=0.000 s2=6.026 energy_ha=-1441.85497 lumo_ha="-0.20943 / -0.33130" multiplicity=5
H 2.936 -1.181 -2.669 -0.25 0.56 0.18
C 2.965 -0.479 -0.620 1.38 -1.58 0.76
H -0.256 -2.078 -2.461 -0.26 -0.30 0.24
C 0.319 -2.211 -0.371 -0.08 0.30 0.35
C -1.025 -0.017 4.328 0.97 1.02 -1.90
N -0.433 -1.036 0.165 -1.62 -0.89 -0.72
H -0.169 -0.367 4.904 0.01 0.51 -0.27
Ir 0.190 0.718 -0.665 -0.71 0.70 0.64
C -2.287 -0.424 4.786 1.30 -1.13 2.13
H -0.575 -0.243 -3.574 0.81 0.08 0.09
H 2.351 1.114 0.591 0.14 -0.96 -0.13
C 2.476 -0.384 -2.051 0.31 0.59 -0.14
H 1.378 -2.611 -2.267 -0.04 0.34 0.36
H 2.740 0.602 -2.443 0.14 -0.27 -0.08
N 0.150 1.987 -2.227 -2.11 1.83 -0.45
H 0.056 1.988 -4.355 0.35 -0.29 0.24
H -1.361 -1.058 -0.291 0.11 -0.20 0.88
H 1.690 1.819 -3.626 -0.13 0.16 -0.25
C 0.644 1.527 -3.545 0.80 0.02 0.08
N 2.052 0.162 0.303 0.20 1.50 2.08
Cl -2.353 -1.354 6.242 -0.26 0.66 -1.09
C -0.954 0.774 3.175 1.66 -1.81 2.56
C 0.512 0.019 -3.508 -1.23 -0.91 1.02
C 0.629 -1.927 -1.841 -1.13 -0.07 -0.94
H 1.912 -0.365 1.188 0.30 0.46 -0.81
O -0.474 1.774 0.811 1.26 0.01 -0.31
C -3.434 0.050 4.142 -2.42 1.63 -3.48
H -0.029 1.197 2.819 0.24 -0.11 0.46
H -0.564 -0.976 1.180 0.03 -0.42 -0.12
H -4.263 0.973 2.338 0.70 -0.11 0.59
H -0.272 -3.132 -0.210 0.43 0.35 -0.30
H 1.024 -0.525 -4.301 0.21 0.15 0.05
N 0.973 -0.475 -2.097 1.57 -1.20 -1.58
H 0.327 2.971 -1.970 0.34 -0.42 -0.48
O -2.605 1.900 0.150 0.02 -0.28 0.00
H 3.976 -0.077 -0.436 -0.31 -0.08 -0.70
C -3.337 0.712 2.889 -2.80 -1.22 2.05
H 3.065 -1.544 -0.302 -0.11 0.68 -0.39
H -0.887 1.977 -2.312 0.31 0.35 0.02
C -1.798 1.592 1.036 -1.76 -0.23 0.49
C -2.093 1.009 2.329 0.92 0.90 -1.14
H -4.429 -0.134 4.568 0.50 0.06 -0.21
H 1.231 -2.266 0.200 0.21 -0.38 0.19